# 1
99
Properties=species:S:1:pos:R:3 method="wB97M-V/def2-TZVPD" gap_ev="6.500 / 4.675" charge=+2 homo_energy_ev="-11.66 / -13.16" s2=8.813 e_lumo_ev="-5.165 / -8.485" total_energy_ev=-67279.028 spin_multiplicity=6
Ir 1.8653 3.9376 1.0832
C 1.2316 1.4892 2.4408
C 0.5596 2.8438 2.1324
C -0.8009 1.0046 1.4764
C 0.3610 0.4650 2.1568
C -0.6417 2.3553 1.2888
C 2.4987 1.2864 3.1644
H 3.1082 2.1964 3.2416
H 3.1146 0.5263 2.6456
H 2.3266 0.9077 4.1850
C 0.4303 -0.9220 2.6833
H 1.3696 -1.0611 3.2282
H 0.3811 -1.6849 1.8997
H -0.3850 -1.1286 3.3967
C -2.0648 0.2467 1.3174
H -2.8842 0.8084 0.8662
H -2.3775 -0.0727 2.3209
H -1.9103 -0.6638 0.7314
C -1.6603 3.1734 0.6394
H -2.5306 3.2728 1.3039
H -2.0466 2.6821 -0.2610
H -1.2677 4.1588 0.3781
C 0.2762 3.6166 3.4330
H -0.2090 2.9780 4.1780
H -0.3874 4.4862 3.2995
H 1.2347 3.9402 3.8714
C 3.8240 3.6253 0.4811
C 3.6932 4.4326 1.7067
C 3.7939 5.9684 1.6595
C 2.6240 6.6357 0.8728
C 1.4922 5.7192 0.4490
C 1.6373 4.8294 -0.7455
C 2.9025 4.8335 -1.6224
C 4.1597 4.2679 -0.9103
H 4.7144 6.2509 1.1247
H 2.9831 7.0875 -0.0570
H 3.8802 6.3539 2.7036
H 4.9651 5.0334 -0.8226
H 4.1838 2.6033 0.6217
H 4.0846 4.0043 2.6418
H 4.5624 3.4655 -1.5555
H 2.6588 4.1679 -2.4824
H 0.7055 4.7623 -1.3140
H 3.1841 5.8180 -2.0338
H 2.2080 7.4839 1.4459
H 0.4879 6.0738 0.6514
P 3.4393 0.1244 -1.5692
C 2.8124 -1.1525 -0.3990
C 4.9097 -0.7336 -2.1913
P 0.3847 1.1042 -2.2684
C 1.9696 0.3211 -2.8105
C -0.1125 2.1404 -3.6866
C -0.8673 -0.2166 -2.4007
H 1.8254 -0.8323 -0.0097
H 3.5059 -1.2276 0.4518
H 2.6879 -2.1156 -0.9190
H 5.7501 -0.5426 -1.5057
H 5.2121 -0.4184 -3.1909
H 4.6891 -1.7995 -2.2129
H -1.0150 -0.4674 -3.4594
H -1.8247 0.1130 -1.9650
H -0.4670 -1.0524 -1.8175
H 1.7186 -0.6060 -3.3349
H 2.4199 1.0294 -3.5294
H 0.7431 2.3933 -4.3199
H -0.6110 3.0571 -3.3445
H -0.8360 1.5282 -4.2337
C -6.8386 -3.9884 0.8327
C -5.3894 -3.9348 1.2556
C -5.0990 -3.7493 2.6100
C -3.7699 -3.6545 3.0538
C -2.7359 -3.8296 2.1438
C -3.0300 -4.0400 0.7814
N -1.9425 -4.1211 -0.0665
C -1.6442 -5.0100 -1.0674
C -2.3737 -6.1894 -1.2961
C -2.0394 -7.0049 -2.3753
C -0.9629 -6.6509 -3.2042
C -0.2063 -5.4882 -2.9471
C -0.5299 -4.6576 -1.8883
C 0.2273 -3.3893 -1.6564
O 0.9465 -2.9893 -2.6035
O -0.0129 -2.7173 -0.5708
C -4.3613 -4.0267 0.3076
C -4.6859 -4.0734 -1.1451
H -7.1131 -3.1226 0.2183
H -7.0594 -4.8951 0.2581
H -7.4831 -3.9843 1.7209
H -5.9454 -3.6489 3.3124
H -3.5336 -3.4453 4.1074
H -1.6924 -3.8265 2.4629
H -1.1433 -3.3885 0.0396
H -3.2058 -6.4242 -0.6316
H -2.6242 -7.9004 -2.6000
H -0.6975 -7.2827 -4.0607
H 0.6363 -5.2160 -3.5901
H -3.9613 -3.5345 -1.7500
H -4.7366 -5.0973 -1.5171
H -5.6629 -3.6258 -1.3339

***

# 2
112
Properties=species:S:1:pos:R:3 method="wB97M-V/def2-TZVPD" gap_ev=7.844 charge=0 homo_energy_ev=-8.42 smiles="CC(C)[C@@H](C)COc1cccc2ncc(P(=O)(O)O)nc12.O=C1CCCO1.O=C1CCCO1.O=C1CCCO1.O=C1CCCO1.O=C1CCCO1.O=C1CCCO1" e_lumo_ev=-0.579 total_energy_ev=-85330.190 de_lowest_kj_mol=100.89
C 1.5417 2.4730 0.9262
C 1.7826 1.0687 1.5857
C 2.7105 1.2545 2.8246
C 2.3483 0.0833 0.4729
C 3.6833 -0.5795 0.9873
C 1.3961 -1.1109 0.1316
O 0.5452 -0.9088 -1.0070
C -0.2349 0.2234 -0.9240
C -0.0128 1.1905 -1.9084
C -0.8112 2.4039 -1.9372
C -1.7691 2.5999 -0.9464
C -2.0497 1.6295 0.1134
N -3.0213 1.9356 1.0511
C -3.1253 0.9412 1.9295
C -2.3868 -0.2976 1.9061
P -2.6734 -1.5709 3.2083
O -3.7164 -1.0995 4.1350
O -1.2555 -1.6734 4.0312
O -2.9894 -3.0376 2.5439
N -1.4577 -0.5847 0.9979
C -1.2717 0.4178 0.0933
H 2.0753 3.2782 1.4767
H 0.4550 2.6933 0.9135
H 1.8853 2.5365 -0.1245
H 0.8480 0.5949 1.9629
H 3.7368 1.5850 2.5886
H 2.6999 0.3585 3.4832
H 2.2595 2.0644 3.4461
H 2.6235 0.5850 -0.4758
H 4.4853 0.1687 1.1047
H 4.0548 -1.3215 0.2470
H 3.5162 -1.1574 1.9237
H 0.8594 -1.4188 1.0532
H 2.0496 -1.9693 -0.1343
H 0.7404 1.0443 -2.6966
H -0.7072 3.1937 -2.6935
H -2.3629 3.5259 -0.9673
H -3.8460 1.0777 2.7558
H -0.4993 -1.6377 3.4166
H -2.2421 -3.2524 1.9492
O 1.5296 2.3937 -4.7099
C 2.4703 1.6799 -4.9279
O 2.7741 0.6027 -4.1693
C 4.0117 0.0249 -4.6182
C 4.1681 0.4913 -6.0544
C 3.4966 1.8569 -6.0234
H 4.8166 0.3840 -3.9723
H 3.9564 -1.0593 -4.5405
H 5.2044 0.5163 -6.3884
H 3.6161 -0.1732 -6.7226
H 4.1908 2.6477 -5.7335
H 3.0193 2.0965 -6.9720
O -4.5795 3.8133 -0.9769
C -5.3518 4.2850 -0.1985
O -5.9730 5.4809 -0.3557
C -6.7422 5.7755 0.8231
C -6.9892 4.4291 1.4834
C -5.7317 3.6559 1.1090
H -6.1616 6.4496 1.4577
H -7.6687 6.2715 0.5386
H -7.1617 4.5004 2.5567
H -7.8624 3.9502 1.0346
H -4.9226 3.8154 1.8228
H -5.9260 2.5941 0.9824
O -0.1052 -5.3724 0.6613
C -0.4760 -6.0659 1.5652
O 0.3556 -6.5735 2.5104
C -0.3799 -7.4481 3.3841
C -1.8279 -7.0172 3.2502
C -1.8909 -6.5409 1.8070
H -0.2206 -8.4793 3.0593
H -0.0104 -7.3397 4.4025
H -2.5374 -7.8096 3.4844
H -2.0288 -6.1777 3.9203
H -2.1161 -7.3595 1.1213
H -2.6027 -5.7285 1.6793
O -5.5267 -7.0742 5.4080
C -5.0270 -6.0206 5.6841
O -4.7789 -5.0473 4.7733
C -4.0755 -3.9652 5.4017
C -4.3893 -4.0874 6.8804
C -4.5408 -5.5915 7.0519
H -3.0077 -4.0771 5.1910
H -4.4182 -3.0226 4.9878
H -3.6275 -3.6445 7.5206
H -5.3393 -3.5950 7.0993
H -3.5844 -6.0771 7.2558
H -5.2677 -5.8426 7.8206
O 5.8489 1.0909 -0.7719
C 6.9198 1.2565 -0.2640
O 7.0839 1.7413 0.9927
C 8.4830 1.9240 1.2637
C 9.2004 1.0038 0.2932
C 8.2666 1.0134 -0.9087
H 8.7336 2.9754 1.1028
H 8.6887 1.6686 2.3017
H 10.2159 1.3254 0.0659
H 9.2527 -0.0048 0.7087
H 8.4864 1.8368 -1.5905
H 8.2790 0.0645 -1.4396
O 0.8753 2.6029 -9.5420
C 0.0884 3.0516 -8.7573
O -0.5347 4.2461 -8.9212
C -1.3248 4.5427 -7.7576
C -1.5839 3.2010 -7.0984
C -0.3226 2.4248 -7.4453
H -0.7557 5.2186 -7.1146
H -2.2463 5.0376 -8.0602
H -1.7755 3.2764 -6.0287
H -2.4491 2.7208 -7.5612
H 0.4686 2.5871 -6.7117
H -0.5229 1.3624 -7.5647